Below is C17H31BF4NO4SSi3Tc as an isolated structure, with properties calculated with ωB97M-V with the def2-TZVPD basis set.

```
63
Properties=species:S:1:pos:R:3:forces:R:3
Tc -0.083973 -1.076053 -1.112931 -0.242 0.084 -0.133
C 3.029617 -1.953023 -1.517475 -0.009 -0.005 -0.008
O 1.965583 -1.420038 -0.725577 -0.084 0.021 -0.004
Si 1.882323 -1.074930 0.952115 0.066 0.038 -0.020
C 2.774153 0.549460 1.138623 -0.028 0.028 -0.023
C 2.833801 -2.398589 1.838248 0.012 0.002 0.019
C 0.022683 -1.036999 1.020121 0.042 -0.099 0.038
Si -0.724372 0.306070 2.046271 -0.077 -0.051 -0.080
C 0.120151 0.540111 3.697612 0.016 0.055 -0.001
C -2.553302 0.155122 2.398263 -0.003 -0.020 0.021
C -0.542970 2.023862 1.196729 -0.104 0.096 0.128
Si -0.738186 -2.748272 1.157844 0.035 0.078 0.070
C -2.602246 -2.850646 1.127820 -0.033 0.014 -0.006
C -0.210254 -3.723803 2.672027 -0.020 -0.052 -0.039
C -0.138344 -3.584138 -0.441971 0.025 -0.071 0.045
H 3.984251 -1.623025 -1.109538 0.000 -0.002 -0.001
H 2.933920 -1.575226 -2.532539 0.000 0.000 0.001
H 2.983573 -3.042129 -1.517846 0.004 -0.003 -0.005
H 3.814801 0.414403 0.832028 -0.003 -0.014 -0.001
H 2.790422 0.928164 2.160590 -0.002 0.001 0.004
H 2.351501 1.311817 0.482286 0.026 0.006 -0.002
H 3.889279 -2.333847 1.560899 -0.001 0.006 0.015
H 2.483495 -3.402681 1.603525 0.011 -0.006 -0.009
H 2.774766 -2.266953 2.921151 -0.017 -0.008 -0.002
H 0.008732 -0.376310 4.283088 0.000 -0.005 -0.001
H -0.352445 1.342892 4.268559 0.004 -0.008 0.005
H 1.185011 0.759364 3.628197 0.006 0.005 0.012
H -2.711634 -0.560604 3.207866 -0.001 -0.004 -0.004
H -3.162888 -0.164332 1.556307 0.001 0.008 -0.009
H -2.936941 1.116983 2.750066 0.009 -0.003 0.008
H 0.486842 2.318124 1.000996 -0.009 0.019 -0.023
H -1.005713 2.801689 1.804608 0.025 0.003 0.014
H -2.324394 1.561346 -0.303899 -0.311 -0.073 -0.130
H -3.043966 -2.568637 2.083222 -0.008 0.002 0.002
H -2.850470 -3.904485 0.967779 0.003 0.005 -0.001
H -3.090104 -2.279705 0.339262 0.013 0.018 -0.005
H -0.104676 -3.051187 3.527670 -0.005 -0.012 0.011
H 0.730237 -4.261451 2.561013 0.014 0.017 -0.007
H -0.979967 -4.455171 2.927135 0.009 -0.005 -0.002
H -0.129866 -3.068642 -1.436701 -0.051 0.030 -0.014
H -0.818530 -4.417093 -0.632741 0.011 -0.001 -0.025
H 0.870921 -3.986162 -0.337670 0.006 0.028 -0.011
O 0.717844 0.252066 -3.861479 0.004 -0.027 0.010
S 1.170085 1.189023 -2.883979 -0.066 0.000 0.015
O 2.512677 1.159379 -2.407826 -0.006 -0.019 -0.006
N 0.117971 0.936600 -1.525322 0.041 -0.058 0.209
C -0.422974 2.050790 -1.211445 -0.114 0.061 -0.175
O -1.259968 2.173403 -0.133758 0.139 -0.256 0.001
C -0.182486 3.200822 -2.076712 -0.046 0.048 -0.028
C -0.697909 4.480131 -1.977423 0.016 -0.004 -0.026
C -0.354733 5.392348 -2.970076 0.006 -0.006 -0.004
C 0.476535 5.029540 -4.022916 0.003 0.009 -0.011
C 1.001302 3.741374 -4.121685 0.012 -0.001 0.001
C 0.646604 2.851154 -3.136852 0.016 0.009 0.011
H -1.353760 4.754489 -1.162674 -0.001 0.006 -0.001
H -0.745160 6.399516 -2.925720 -0.002 0.001 0.003
H 0.722300 5.757940 -4.783304 -0.004 0.003 0.002
H 1.651113 3.460591 -4.938777 0.001 -0.005 0.002
F -4.522810 -0.697706 -1.401842 -0.116 -0.045 0.007
B -3.416028 -0.013182 -1.679226 -0.005 0.223 -0.018
F -3.312297 1.082490 -0.544094 0.313 0.174 0.174
F -3.314528 0.661155 -2.834119 0.003 0.123 -0.143
F -2.244570 -0.787174 -1.443804 0.480 -0.358 0.149
```
Forces are in eV/Å.

* net charge: +1
* multiplicity: 2
* energy above the lowest of the compared OMol25 structures with the same formula, charge and spin: 0.000 eV
* strongest force on any atom: 0.617 eV Å⁻¹
* gap between HOMO and LUMO (alpha / beta): 0.2546 / 0.2372 hartree
* energy: -2793.90258 a.u.



Below is C17H31CaN3O3S2Si as an isolated structure, with properties calculated with ωB97M-V with the def2-TZVPD basis set.

```
58
Properties=species:S:1:pos:R:3:forces:R:3
Ca -0.948874 -0.038852 0.276373 -0.095 0.056 0.066
C -2.423196 -0.705959 -3.755273 -0.007 0.012 0.000
C -2.378772 0.390019 -2.703662 0.051 -0.046 -0.030
C -2.610446 1.764586 -3.304423 -0.010 0.006 0.017
O -1.057427 0.377274 -2.077774 -0.051 -0.023 -0.043
C -3.452045 0.090886 -1.617529 0.061 0.066 -0.078
O -4.609849 0.142597 -1.994997 -0.024 -0.044 0.062
O -3.010732 -0.183696 -0.448144 0.008 -0.015 0.011
H -1.696290 -0.508294 -4.550587 0.001 0.000 0.000
H -3.417987 -0.741489 -4.194347 0.002 0.000 -0.001
H -2.208624 -1.678389 -3.308213 0.001 0.001 0.002
H -1.886636 1.962122 -4.099849 0.001 0.003 -0.003
H -2.510573 2.535596 -2.538937 0.001 -0.002 -0.002
H -3.617904 1.814652 -3.712365 0.003 0.003 -0.007
H -0.415495 0.084321 -2.735905 0.012 0.013 0.004
C 3.455147 2.831945 3.041120 -0.022 -0.028 -0.018
Si 2.009759 2.880059 4.229539 0.004 -0.009 0.036
C 1.023761 4.459042 4.064259 0.034 0.021 -0.003
C 2.697517 2.821255 5.976674 -0.030 0.030 0.007
C 0.919578 1.349478 4.018730 -0.027 0.011 -0.051
C 0.756818 0.451905 5.062416 0.028 0.013 0.021
C -0.034031 -0.686397 4.928531 -0.014 -0.021 0.011
C -0.634480 -0.903804 3.712308 0.026 -0.002 -0.029
N -0.502447 -0.066745 2.677001 -0.033 -0.041 0.032
C 0.237059 1.051827 2.815433 0.038 0.003 0.015
S 0.295532 2.128157 1.429562 0.028 -0.007 -0.015
H 4.108445 3.694498 3.191857 -0.012 0.013 0.012
H 3.103661 2.836202 2.009630 0.027 0.005 -0.003
H 4.049618 1.929160 3.199317 -0.003 -0.002 -0.010
H 1.669034 5.314825 4.281012 -0.017 0.007 0.001
H 0.195862 4.475815 4.776195 0.001 -0.006 0.003
H 0.613751 4.578072 3.062659 -0.002 -0.012 -0.002
H 3.349165 3.684328 6.133379 0.005 -0.006 0.003
H 3.288772 1.923870 6.169669 0.006 -0.005 -0.014
H 1.902704 2.875129 6.724492 0.012 -0.007 0.008
H 1.254699 0.633132 6.007799 -0.005 0.009 0.004
H -0.171315 -1.382058 5.743900 0.002 -0.005 -0.004
H -1.249649 -1.780011 3.540716 -0.004 0.002 0.002
C 1.059518 3.303375 -1.689871 -0.006 -0.003 0.005
C 1.876424 2.157685 -2.260272 -0.005 0.009 -0.009
N 1.956990 1.050338 -1.305453 0.007 0.002 -0.006
C 1.865650 -0.245982 -1.582142 0.006 -0.015 0.024
S 1.487079 -1.398668 -0.379899 -0.008 0.026 -0.023
N 2.020657 -0.680730 -2.861634 0.003 -0.008 -0.004
C 3.020987 -0.198674 -3.824379 0.001 0.003 0.007
C 2.425312 0.006248 -5.205593 -0.010 -0.002 0.008
H 1.036994 4.123939 -2.406780 0.004 -0.003 -0.005
H 1.493407 3.673222 -0.760737 -0.003 0.000 0.002
H 0.035798 2.988691 -1.489534 0.004 0.001 0.007
H 2.879079 2.508998 -2.515361 0.001 -0.003 0.001
H 1.410251 1.786929 -3.174460 0.005 -0.001 -0.001
H 1.795839 1.292095 -0.324966 0.000 -0.003 0.000
H 1.853653 -1.675652 -2.911548 -0.002 0.000 -0.001
H 3.825990 -0.936068 -3.865583 -0.001 -0.001 -0.008
H 3.464518 0.717261 -3.447319 0.001 -0.001 0.003
H 1.971186 -0.915260 -5.572362 0.002 -0.001 0.002
H 3.198280 0.304774 -5.913597 0.003 0.002 0.002
H 1.654854 0.778318 -5.190872 0.002 0.001 -0.010
```
Forces are in eV/Å.

* net charge: 0
* multiplicity: 1
* energy above the lowest of the compared OMol25 structures with the same formula, charge and spin: 0.000 eV
* strongest force on any atom: 0.129 eV Å⁻¹
* gap between HOMO and LUMO: 0.2953 hartree
* energy: -2820.07773 a.u.



Below is C17H31CdF3O2P2 as an isolated structure in a non-equilibrium geometry, with properties calculated with ωB97M-V with the def2-TZVPD basis set.

```
56
Properties=species:S:1:pos:R:3:forces:R:3
P -3.119664 0.650985 -0.056811 -0.385 0.989 0.002
P -1.088857 1.662512 -2.235179 -0.624 0.406 -0.560
C -3.695777 2.037751 -1.164786 -0.194 -0.111 0.233
C -2.899068 2.092132 -2.472198 0.216 -0.110 -0.058
H -3.589938 2.975634 -0.600209 0.027 -0.185 -0.132
H -4.767806 1.885243 -1.362558 0.162 0.260 0.021
H -3.303853 1.377287 -3.204268 0.061 0.138 0.180
H -2.945464 3.095805 -2.922217 -0.125 -0.278 -0.016
C -0.524858 3.361404 -1.791531 0.139 -0.028 -0.045
H 0.570249 3.393465 -1.830942 -0.169 0.082 0.073
H -0.846028 3.625325 -0.776657 0.074 -0.052 -0.195
H -0.941732 4.081490 -2.507295 0.151 -0.032 0.167
C -0.632196 1.655049 -4.008672 0.107 0.148 -0.130
H -0.938292 2.595449 -4.487224 0.120 -0.235 -0.080
H -1.127622 0.808520 -4.501570 0.166 0.195 0.056
H 0.454089 1.529572 -4.089690 -0.207 0.034 -0.127
C -4.068172 1.049507 1.452688 -0.402 -0.075 0.024
H -3.830937 0.297551 2.215126 -0.130 0.191 -0.072
H -5.147356 1.047539 1.247707 0.120 0.081 0.247
H -3.761071 2.037316 1.821039 -0.081 -0.252 -0.045
C -4.156165 -0.676142 -0.784778 -0.025 -0.164 0.127
H -3.791979 -0.936283 -1.786381 -0.072 0.031 0.200
H -5.198054 -0.336440 -0.848958 0.135 -0.176 -0.030
H -4.096289 -1.566468 -0.147805 -0.067 0.075 -0.186
Cd 3.846589 -3.661612 1.728996 -0.054 0.383 0.516
C 1.702356 -0.519611 -0.777264 0.625 -0.065 0.254
C 1.725690 0.538841 0.038018 0.259 0.214 -0.170
C 0.590516 1.274229 0.697728 -0.611 0.477 0.243
C 0.086023 0.736165 2.057932 0.649 0.369 -0.154
C -0.251399 -0.720671 2.141756 -0.445 -0.436 -0.063
C -0.652281 -1.532972 1.153326 0.458 -0.173 0.369
C -0.712684 -1.200157 -0.306128 0.208 0.536 -0.547
C 0.574263 -1.429776 -1.129771 -0.764 -0.278 0.167
C 2.398584 -3.736986 3.273539 0.026 -0.205 -0.048
H 2.651707 -0.801820 -1.246487 -0.135 0.101 0.234
H 2.692257 1.031634 0.202509 -0.192 -0.332 -0.213
H -0.269853 1.389768 0.015370 0.563 -0.119 0.452
H 0.943123 2.304529 0.881976 -0.122 -0.306 -0.032
H 0.871003 0.948131 2.800980 -0.206 -0.097 -0.052
H -0.783889 1.346976 2.361608 0.206 -0.260 -0.055
H -0.192649 -1.122757 3.160313 -0.200 0.004 -0.327
H -0.945329 -2.558441 1.410441 0.256 0.251 0.076
H -0.966480 -0.136685 -0.427553 0.144 -1.141 -0.050
H -1.527114 -1.773515 -0.769969 0.145 0.085 0.048
H 0.880281 -2.485582 -1.027455 0.164 0.276 -0.110
H 0.320845 -1.279632 -2.196199 0.080 -0.130 0.314
H 2.329221 -4.754773 3.677868 -0.047 0.303 -0.149
H 1.420580 -3.392863 2.922132 0.261 -0.103 0.038
H 2.764080 -3.067577 4.062795 -0.083 -0.139 -0.244
F 7.335399 -0.738545 2.178552 -1.056 -0.832 -0.283
C 6.274806 -1.535829 1.957118 -0.317 0.642 0.691
F 6.102941 -2.315803 3.088220 0.091 0.579 -0.991
F 5.146816 -0.733491 1.878524 0.976 -0.721 0.170
C 6.364120 -2.392041 0.645262 1.059 0.347 -0.563
O 7.226878 -2.071092 -0.151238 -1.001 -0.458 0.789
O 5.500442 -3.352246 0.540269 0.063 0.297 0.033
```
Forces are in eV/Å.

* net charge: 0
* multiplicity: 1
* energy above the lowest of the compared OMol25 structures with the same formula, charge and spin: 0.000 eV
* strongest force on any atom: 1.374 eV Å⁻¹
* gap between HOMO and LUMO: 0.2844 hartree
* energy: -1966.80800 a.u.



Below is C17H31Cl3MnO2P2 as an isolated structure in a non-equilibrium geometry, with properties calculated with ωB97M-V with the def2-TZVPD basis set.

```
56
Properties=species:S:1:pos:R:3:forces:R:3
P -0.245252 -1.885646 -2.050307 -0.125 0.406 -0.248
P 0.410278 1.639035 -2.081853 -0.688 -0.016 1.063
C -0.349895 -0.767401 -3.512416 0.429 -0.355 -0.642
C 0.523793 0.534591 -3.528516 -0.366 0.819 -1.216
H -1.418266 -0.548158 -3.673651 0.400 0.056 -0.034
H 0.006200 -1.430915 -4.321352 -0.333 0.583 -0.284
H 1.594275 0.324104 -3.698585 -0.455 -0.067 -0.035
H 0.156224 1.204552 -4.332978 0.403 -0.815 -0.354
C -1.269296 2.387148 -2.220098 0.690 0.600 -0.760
H -1.429530 2.967224 -1.296410 -0.117 -0.201 -0.440
H -2.038867 1.619918 -2.329634 0.141 0.220 -0.041
H -1.265647 3.066715 -3.099939 -0.307 -0.273 0.490
C 1.488046 3.101038 -2.207607 -0.232 0.321 -0.968
H 1.132933 3.732841 -3.030276 0.377 0.204 0.050
H 2.519779 2.799961 -2.384944 0.041 0.047 -0.038
H 1.449005 3.684011 -1.272972 -0.130 -0.398 -0.302
C -1.145544 -3.383934 -2.542911 0.039 -0.160 -0.511
H -1.095763 -4.132946 -1.731741 -0.001 0.371 -0.366
H -0.660590 -3.776591 -3.442851 -0.344 -0.312 -0.007
H -2.193305 -3.144734 -2.749434 0.120 -0.133 0.034
C 1.468771 -2.531262 -2.258395 -0.375 -0.196 -0.368
H 2.220947 -1.733049 -2.294956 -0.258 -0.367 0.040
H 1.473633 -3.091819 -3.213417 0.265 0.112 0.492
H 1.644345 -3.205374 -1.407927 0.274 0.128 -0.368
Mn 0.880726 -0.577341 2.791201 -1.452 0.787 0.430
C 0.480034 1.820020 0.612580 0.103 0.209 2.342
C -0.828032 1.482486 0.623900 -0.212 0.635 1.625
C -1.510032 0.343562 -0.023176 -0.170 -0.482 -0.236
C -1.812701 -1.006470 0.651223 -0.284 0.426 -0.892
C -0.621140 -1.929712 0.564016 1.169 0.525 1.647
C 0.715337 -1.544383 0.585317 0.223 -0.951 0.363
C 1.438355 -0.403445 -0.125517 -0.003 -0.652 0.545
C 1.678020 0.861894 0.692469 -0.036 0.667 -1.872
C 0.603186 -2.076114 4.114097 0.250 0.218 -0.735
H 0.749306 2.825844 1.009003 -0.425 -0.727 -0.112
H -1.559901 2.132789 1.137728 0.722 0.285 -0.596
H -0.897082 0.073026 -0.888352 -0.476 0.092 -0.018
H -2.463406 0.708688 -0.423683 0.145 0.085 0.250
H -2.150762 -0.909269 1.715031 0.304 -0.131 -0.721
H -2.679472 -1.360350 0.033868 0.706 -0.392 0.816
H -0.837713 -2.963791 0.897465 0.287 0.550 -0.178
H 1.423992 -2.355507 0.790240 -0.414 -0.113 -0.020
H 0.867154 -0.103599 -1.033085 0.505 -0.239 0.961
H 2.430511 -0.681601 -0.534044 -0.531 -0.569 0.630
H 1.946961 0.665926 1.771061 0.282 0.708 -0.883
H 2.597641 1.304235 0.223874 -0.747 0.086 0.799
H 1.520448 -1.717159 4.621991 -0.391 -0.961 0.557
H 0.708442 -2.982109 3.500050 0.122 -0.061 0.806
H -0.336468 -1.987695 4.672197 0.515 -0.106 0.020
Cl -1.200090 1.034614 7.030298 0.167 0.222 -0.154
C -0.800476 2.189065 5.716989 -0.060 -0.370 -0.239
Cl -2.145975 3.318841 5.513876 0.106 0.171 0.124
Cl 0.690616 3.035897 6.088787 -0.009 0.209 0.209
C -0.672220 1.337580 4.404799 0.263 -0.765 -0.482
O -1.728182 0.875368 3.975109 1.080 0.207 -0.120
O 0.536662 1.159387 3.973877 -1.189 -0.130 -0.051
```
Forces are in eV/Å.

* net charge: 0
* multiplicity: 6
* strongest force on any atom: 2.354 eV Å⁻¹
* gap between HOMO and LUMO (alpha / beta): 0.2476 / 0.2557 hartree
* energy: -4030.90571 a.u.